## one
This record from the Open Molecules 2025 dataset describes a 2-piece molecular cluster, CH2Cl2FNS overall. The level of theory is wB97M-V/def2-TZVPD.

The HOMO energy (spin up / spin down) is -8.6 / -8.6 eV. The value obtained for the gap between HOMO and LUMO (spin up / spin down) is 7.7 / 7.9 eV.

ORCA input file:
```
! RIJCOSX wB97M-V def2-TZVPD def2/J DEFGRID3
* xyz 0 1
C -0.94 2.64 -1.52
N -0.30 -0.01 -0.18
F -1.78 2.82 -2.56
S -1.84 0.52 -0.12
Cl 0.60 2.01 -1.77
Cl -0.99 4.13 -0.63
H 0.06 -0.37 0.71
H -0.10 -0.63 -0.97
*
```

## two
This record from the Open Molecules 2025 dataset describes a single CH2Cl2FNS molecule. The level of theory is wB97M-V/def2-TZVPD.

The structure (SMILES) is NSC(F)(Cl)Cl. The HOMO energy is -9.7 eV. The value obtained for the gap between HOMO and LUMO is 10.1 eV.

ORCA input file:
```
! RIJCOSX wB97M-V def2-TZVPD def2/J DEFGRID3
* xyz 0 1
N -0.94 0.94 -0.81
S 0.12 1.00 0.65
C 0.64 -0.77 0.61
F -0.53 -1.48 0.64
Cl 1.60 -1.02 2.00
Cl 1.46 -1.43 -0.90
H -1.77 1.48 -0.60
H -0.57 1.27 -1.61
*
```

Which one sits at the top of the stability order? two does.

## one
This record from the Open Molecules 2025 dataset describes an isolated ion of composition C8H11N2 and charge +1. The level of theory is wB97M-V/def2-TZVPD.

The HOMO energy (spin up / spin down) is -11.9 / -11.7 eV. The value obtained for the gap between HOMO and LUMO (spin up / spin down) is 6.8 / 6.8 eV.

ORCA input file:
```
! RIJCOSX wB97M-V def2-TZVPD def2/J DEFGRID3
* xyz 1 1
C 1.77 1.99 -0.11
C 2.20 0.68 0.08
C 0.44 1.89 -0.45
C 0.48 -2.43 0.88
C 1.30 -1.53 0.18
C -0.73 -2.00 1.38
C -1.12 0.17 -0.77
C -2.33 0.93 -0.91
N 1.18 -0.16 -0.02
N 0.02 0.58 -0.38
H 2.39 2.83 0.04
H 3.22 0.46 0.22
H -0.24 2.66 -0.72
H 0.81 -3.49 0.89
H 2.37 -1.79 -0.03
H -1.31 -2.63 1.97
H -0.99 -0.91 1.40
H -1.32 -0.84 -0.63
H -2.69 1.45 -0.02
H -3.07 0.35 -1.44
H -2.40 1.78 -1.56
*
```

## two
This record from the Open Molecules 2025 dataset describes an isolated ion of composition C8H11N2 and charge +1. The level of theory is wB97M-V/def2-TZVPD.

The HOMO energy is -14.7 eV. The value obtained for the gap between HOMO and LUMO is 8.9 eV.

ORCA input file:
```
! RIJCOSX wB97M-V def2-TZVPD def2/J DEFGRID3
* xyz 1 1
C -0.87 -3.50 -0.04
C -2.29 0.77 0.19
C 0.06 1.20 -0.10
C 0.30 -0.29 -0.05
C -3.31 0.03 -0.10
C 2.94 -0.29 0.31
C -1.32 1.76 0.37
C 1.71 -0.65 -0.38
N -0.68 -1.03 0.18
N -0.76 -2.34 0.07
H 0.82 1.70 0.47
H 0.35 1.27 -1.14
H -3.34 -0.97 -0.35
H -4.31 0.34 -0.31
H 2.86 -0.28 1.39
H 3.36 0.75 0.13
H 3.68 -0.91 -0.03
H -1.31 2.05 1.42
H -1.50 2.57 -0.23
H 1.62 -1.77 -0.42
H 1.99 -0.44 -1.39
*
```

## three
This record from the Open Molecules 2025 dataset describes an isolated ion of composition C8H11N2 and charge +1. The level of theory is wB97M-V/def2-TZVPD.

The structure (SMILES) is N[C@H]1[NH2+][C@@H]1c1ccccc1. The HOMO energy is -12.9 eV. The value obtained for the gap between HOMO and LUMO is 9.9 eV.

ORCA input file:
```
! RIJCOSX wB97M-V def2-TZVPD def2/J DEFGRID3
* xyz 1 1
N 2.02 -2.50 -1.03
C 1.03 -1.85 -0.38
N 1.28 -1.35 1.10
C 1.13 -0.31 0.04
C -0.07 0.54 0.04
C -1.24 0.19 0.71
C -2.34 1.02 0.69
C -2.31 2.20 -0.03
C -1.16 2.55 -0.73
C -0.05 1.73 -0.69
H 2.96 -2.13 -1.04
H 1.95 -3.50 -1.16
H 0.03 -2.23 -0.49
H 2.20 -1.48 1.50
H 0.54 -1.37 1.80
H 2.06 0.19 -0.23
H -1.31 -0.74 1.27
H -3.23 0.74 1.24
H -3.17 2.85 -0.04
H -1.14 3.46 -1.31
H 0.84 2.00 -1.24
*
```

Which one sits at the top of the stability order? three does.

## one
This record from the Open Molecules 2025 dataset describes a 14-piece molecular cluster, C5H40N2O14 overall. The level of theory is wB97M-V/def2-TZVPD.

The HOMO energy is -13.4 eV. The value obtained for the gap between HOMO and LUMO is 8.3 eV.

ORCA input file:
```
! RIJCOSX wB97M-V def2-TZVPD def2/J DEFGRID3
* xyz 2 1
C -0.91 -2.34 2.56
C -0.37 -0.92 2.14
C -0.28 -0.62 0.65
C -0.77 0.56 0.18
N -0.56 1.12 -1.05
C -0.97 2.51 -1.33
N -1.06 -3.19 1.30
H -0.13 -2.78 3.17
H -1.93 -2.25 2.87
H -1.14 -0.22 2.52
H 0.53 -0.67 2.71
H 0.20 -1.38 0.06
H -1.39 1.32 0.65
H 0.05 0.70 -1.72
H -0.40 2.90 -2.17
H -0.88 3.04 -0.38
H -1.35 -2.59 0.52
H -0.13 -3.52 1.06
H -1.79 -3.88 1.46
H 1.62 4.38 1.57
H 1.95 4.62 0.17
O 1.61 3.91 0.72
H 2.93 3.23 0.72
H 3.89 2.27 -0.27
O 3.86 2.73 0.58
H 3.64 0.99 2.89
H 3.76 -1.62 1.95
O 4.40 -0.99 1.62
H 1.95 -0.14 -0.85
H 3.22 0.11 0.00
O 2.55 0.54 -0.53
H 4.83 -1.50 0.93
H 1.77 -4.80 -0.73
O 1.17 -4.06 -0.84
H 0.11 -0.06 -3.49
H -3.00 -0.14 -3.69
O -2.49 -0.12 -2.87
H -3.63 -1.23 1.87
H -2.96 -1.31 0.50
O -3.18 -1.84 1.28
H 2.26 2.17 -3.89
H 0.77 -1.08 -4.22
O 0.89 -0.63 -3.38
H -3.57 -0.15 -1.39
H -4.26 0.02 -0.09
O -3.40 0.20 -0.49
H -3.06 1.15 3.71
H -4.08 1.81 2.80
O -3.30 1.24 2.78
H -0.94 -1.54 -1.74
H 0.73 -4.14 -1.68
O -1.17 -2.45 -1.67
H 3.54 2.07 1.40
H 2.27 0.92 2.16
O 2.95 1.53 2.50
H -1.68 -2.81 -2.39
H 2.61 1.34 -2.64
O 2.37 2.21 -2.94
H -2.41 0.79 -2.51
H -3.00 2.20 -1.21
O -2.28 2.40 -1.81
*
```

## two
This record from the Open Molecules 2025 dataset describes a 14-piece molecular cluster, C5H40N2O14 overall. The level of theory is wB97M-V/def2-TZVPD.

The HOMO energy is -15.2 eV. The value obtained for the gap between HOMO and LUMO is 10.3 eV.

ORCA input file:
```
! RIJCOSX wB97M-V def2-TZVPD def2/J DEFGRID3
* xyz 2 1
C 0.03 4.12 0.56
O 1.05 4.78 1.20
C 0.41 2.64 0.28
C -0.69 2.00 -0.51
C -0.43 0.67 -1.14
C -1.32 0.03 -1.89
N -0.93 -1.14 -2.71
N 0.74 1.86 1.57
H -0.89 4.08 1.14
H -0.30 4.62 -0.35
H 1.90 4.71 0.70
H 1.33 2.56 -0.30
H -1.04 2.62 -1.37
H -1.61 2.06 0.19
H 0.54 0.19 -1.07
H -2.33 0.42 -2.16
H -0.23 -1.61 -2.07
H -0.41 -0.84 -3.55
H -1.58 -1.92 -3.16
H 0.56 2.08 2.57
H 1.75 1.75 1.40
H 0.33 0.93 1.40
H 2.29 -1.20 -3.75
H 1.64 -0.09 -3.09
O 1.69 -1.07 -3.01
H 2.03 -2.22 -1.42
H 1.77 -3.49 -0.53
O 1.58 -2.56 -0.64
H -0.73 -2.99 0.08
H -0.43 -1.54 0.42
O -1.00 -2.08 -0.13
H 1.07 2.10 -3.07
H 0.61 1.63 -4.49
O 0.85 1.32 -3.62
H 2.54 4.00 -2.70
H 3.06 2.60 -2.18
O 2.53 3.05 -2.82
H 1.53 -1.34 0.76
H 2.03 -0.84 2.19
O 1.69 -0.57 1.32
H -1.27 -3.91 3.33
H -2.66 -3.47 2.43
O -1.94 -3.30 3.03
H 0.99 0.52 4.78
H -0.21 -0.07 3.93
O 0.70 0.24 3.91
H -1.46 -1.67 2.39
H -2.48 -0.81 1.79
O -1.55 -0.76 2.03
H -4.72 -2.06 1.99
H -4.07 -1.78 3.39
O -3.88 -1.95 2.45
H -3.20 -1.69 -0.18
H -4.46 -1.37 -0.84
O -3.70 -0.91 -0.48
H -0.60 -5.07 0.43
H 0.78 -4.84 1.13
O -0.03 -4.42 0.86
H 4.34 2.70 0.15
H 4.06 1.18 -0.32
O 3.74 2.09 -0.27
*
```

Which one sits at the top of the stability order? two does.

## one
This record from the Open Molecules 2025 dataset describes an isolated ion of composition C4H10NS and charge -1. The level of theory is wB97M-V/def2-TZVPD.

The structure (SMILES) is CN[C@H](C)C[S-]. The HOMO energy is -2.3 eV. The value obtained for the gap between HOMO and LUMO is 6.2 eV.

ORCA input file:
```
! RIJCOSX wB97M-V def2-TZVPD def2/J DEFGRID3
* xyz -1 1
C 1.81 0.79 0.73
N 0.91 -0.32 0.52
C -0.56 -0.03 0.23
C -1.29 -1.39 0.31
C -0.65 0.59 -1.20
S -2.33 1.24 -1.60
H 1.55 1.43 1.59
H 1.82 1.44 -0.15
H 2.78 0.33 0.96
H 1.22 -0.82 -0.30
H -0.76 0.60 1.11
H -0.89 -2.03 1.07
H -2.26 -0.94 0.57
H -1.10 -1.89 -0.64
H -0.47 -0.24 -1.91
H 0.22 1.24 -1.29
*
```

## two
This record from the Open Molecules 2025 dataset describes C4H10NS as an isolated structure. The level of theory is wB97M-V/def2-TZVPD.

The HOMO energy is -2.3 eV. The value obtained for the gap between HOMO and LUMO is 5.9 eV.

ORCA input file:
```
! RIJCOSX wB97M-V def2-TZVPD def2/J DEFGRID3
* xyz -1 1
C -1.24 -0.38 0.84
C -1.98 0.84 0.08
S -3.53 1.36 0.78
C 0.16 -0.72 0.25
N 1.13 0.58 -0.77
C 2.48 0.20 -0.77
H -1.16 0.16 1.78
H -1.74 -1.40 0.88
H -2.03 0.32 -0.86
H -1.34 1.72 -0.02
H 0.69 -1.41 0.93
H -0.18 -1.21 -0.69
H 0.64 0.34 0.27
H 3.08 0.46 -1.63
H 1.89 -0.70 -1.14
H 3.12 -0.16 0.08
*
```

Which one sits at the top of the stability order? one does.

## one
This record from the Open Molecules 2025 dataset describes a 2-piece molecular cluster, C4H14NO overall. The level of theory is wB97M-V/def2-TZVPD.

The HOMO energy is -14.7 eV. The value obtained for the gap between HOMO and LUMO is 11.8 eV.

ORCA input file:
```
! RIJCOSX wB97M-V def2-TZVPD def2/J DEFGRID3
* xyz 1 1
C 0.11 -0.03 -1.81
C -0.83 1.37 0.02
C 0.38 -0.80 0.46
C 1.61 1.26 -0.39
N 0.32 0.45 -0.43
H -0.71 -0.76 -1.85
H 1.03 -0.51 -2.18
H -0.14 0.81 -2.48
H -0.96 2.16 -0.74
H -0.63 1.84 0.99
H -1.77 0.79 0.09
H 1.26 -1.36 0.12
H -0.52 -1.42 0.31
H 0.49 -0.60 1.54
H 2.44 0.68 -0.80
H 1.91 1.66 0.60
H 1.40 2.11 -1.06
O -1.84 -2.19 2.68
H -1.75 -2.44 1.73
H -1.80 -3.04 3.17
*
```

## two
This record from the Open Molecules 2025 dataset describes a 3-piece molecular cluster, C4H14NO overall. The level of theory is wB97M-V/def2-TZVPD.

The HOMO energy is -14.6 eV. The value obtained for the gap between HOMO and LUMO is 3.8 eV.

ORCA input file:
```
! RIJCOSX wB97M-V def2-TZVPD def2/J DEFGRID3
* xyz 1 1
C 0.31 2.20 1.65
C 1.03 1.07 0.95
C 0.73 1.07 -0.58
C 1.69 0.18 -1.35
N -2.69 -3.26 0.13
H 0.44 2.06 2.73
H 0.68 3.19 1.36
H -0.77 2.14 1.46
H 2.11 1.02 1.11
H 0.94 2.10 -0.91
H -0.24 0.74 -0.91
H 1.43 -0.88 -0.95
H 2.70 0.41 -1.03
H 1.46 0.11 -2.41
H -2.16 -2.46 -0.16
H -3.03 -3.12 1.07
H -3.36 -3.65 -0.53
H -1.08 -1.99 -1.64
H 0.62 0.14 1.38
O -0.83 -1.08 -1.38
*
```

Which one sits at the top of the stability order? one does.